C8H6N2S in the gas phase in a non-equilibrium geometry, computed with ωB97M-V/def2-TZVPD.

The geometry in XYZ format:
```
17
Properties=species:S:1:pos:R:3
N 4.12756 -1.27658 0.66522
C 3.31734 -0.73780 0.06924
C 2.26509 -0.26126 -0.77082
N 1.07734 -0.98031 -0.55198
C -0.10717 -0.32792 -0.28974
C -1.33557 -0.94258 -0.32845
C -2.41589 -0.28573 0.15512
C -2.35510 1.03074 0.60092
C -1.11311 1.69050 0.51984
C 0.04731 0.98799 0.21212
S 1.66079 1.66714 -0.02740
H 2.70266 -0.10235 -1.88973
H 1.10882 -1.85277 -0.00169
H -1.37437 -1.98301 -0.63781
H -3.46079 -0.68546 0.27861
H -3.20264 1.28971 1.29588
H -0.94228 2.76968 0.70067
```

The SMILES is N#C[C@H]1Nc2ccccc2S1. The value obtained for the orbital gap is 0.2936 Ha. The HOMO energy comes out at -8.25 eV. The maximum force comes out at 3.4 eV/Å. The energy relative to the best compared isomer or geometry (same formula, charge and spin) is 1.955 eV. Its molecular weight is 162.2 g/mol.

Atom charges from the Mulliken analysis, given in e for atoms 1 to 5: N -0.385; C 0.269; C -0.078; N -0.288; C 0.185


A molecular structure, C6H5InNO2 in a non-equilibrium geometry, computed with ωB97M-V/def2-TZVPD.

The geometry in XYZ format:
```
15
Properties=species:S:1:pos:R:3
In -7.15530 8.11224 1.81454
C -4.28658 8.96478 8.98809
C -5.05005 8.05168 8.28720
C -5.62695 8.32913 7.04866
C -5.38670 9.56028 6.48619
C -4.55708 10.48883 7.16349
C -4.00922 10.15134 8.37256
N -6.07528 9.93107 5.20945
O -6.01714 11.06930 4.75567
O -6.67549 9.02619 4.62645
H -3.94058 8.76184 9.99083
H -5.14763 7.05180 8.68359
H -6.23357 7.61967 6.50547
H -4.49976 11.47803 6.73383
H -3.25890 10.80509 8.79215
```

The value obtained for the orbital gap (spin up / spin down) is 0.2442 / 0.1916 Ha. The HOMO energy (spin up / spin down) comes out at -28.04 / -27.75 eV. The spin multiplicity is 2. The maximum force comes out at 3.6 eV/Å. As for the net charge: +4. As for the expectation value of S²: 1.783. Its molecular weight is 237.9 g/mol.

Atom charges from the Mulliken analysis, given in e for atoms 1 to 5: In 1.819; C -0.417; C -0.143; C -0.125; C 0.528


2 unconnected molecules or ions with the total composition C4H7IO in a non-equilibrium geometry, computed with ωB97M-V/def2-TZVPD.

The geometry in XYZ format:
```
13
Properties=species:S:1:pos:R:3
C 0.87560 -0.68137 0.04872
C -1.14723 1.87780 0.43586
C 1.09624 -2.19299 0.19571
C -1.66795 0.94097 -0.56836
O 1.17152 0.16959 0.80032
I -3.25682 -0.43324 -0.06386
H -1.78940 1.22708 -1.53104
H -2.05756 2.07410 1.08542
H -0.67065 2.70189 -0.12463
H -0.33817 1.55654 1.06239
H 0.31383 -2.40293 0.86015
H 0.95815 -2.72954 -0.76677
H 2.05743 -2.24601 0.77462
```

The value obtained for the orbital gap (spin up / spin down) is 0.2946 / 0.2900 Ha. The HOMO energy (spin up / spin down) comes out at -7.95 / -7.82 eV. The maximum force comes out at 3.3 eV/Å. The energy relative to the best compared isomer or geometry (same formula, charge and spin) is 3.783 eV. Its molecular weight is 198.0 g/mol.

Atom charges from the Mulliken analysis, given in e for atoms 1 to 5: C 0.346; C -0.601; C -0.772; C -0.687; O -0.403


11 unconnected molecules or ions with the total composition C45H67BN10O in a non-equilibrium geometry, computed with ωB97M-V/def2-TZVPD.

The geometry in XYZ format:
```
124
Properties=species:S:1:pos:R:3
C 0.56279 -4.75626 -3.21662
C -0.93828 -4.68123 -2.84496
C -0.92935 -4.04878 -1.43791
C -2.22601 -3.45623 -1.03587
C -2.67092 -2.39121 -2.13912
C -2.93086 -3.02238 -3.45564
N -1.75013 -4.01920 -3.78471
O -1.56687 -4.12863 -5.09553
C -3.12031 -1.99137 -4.57066
C -4.13296 -3.92518 -3.36694
C -1.19072 -6.23002 -2.90313
H 1.30258 -5.15146 -2.45513
H 1.15784 -3.74299 -3.30799
H 0.88110 -5.13469 -4.21741
H -0.05959 -3.16109 -1.30215
H -0.78768 -4.74499 -0.74305
H -2.06687 -2.84235 -0.05906
H -3.02469 -4.03984 -0.94274
H -1.68750 -1.87569 -2.19308
H -3.62765 -1.68147 -1.74999
H -3.37050 -2.38854 -5.63565
H -2.21420 -1.54147 -4.99472
H -3.75212 -1.29928 -4.24193
H -4.16308 -4.30376 -4.31034
H -4.89778 -3.41003 -2.96208
H -4.21955 -4.80561 -2.89526
H -1.18234 -6.91126 -3.86656
H -2.22289 -6.35891 -2.67601
H -0.58599 -6.86066 -2.17294
B 0.42213 0.06644 -0.36688
H 0.34265 1.17208 -0.74412
H 1.28065 -0.22580 0.46937
H -0.71654 -0.18032 0.07425
H 0.76308 -0.49902 -1.43341
N 3.77534 3.30034 -1.00749
C 2.70290 3.43493 -0.13038
C 2.68565 4.85131 0.24885
C 3.89928 5.55511 -0.34062
C 4.53091 4.44163 -1.29804
H 4.14103 2.33974 -1.22491
H 2.19813 2.58006 0.15326
H 1.97047 5.26267 0.89351
H 4.19581 6.56369 -0.14513
H 5.28404 4.32361 -1.75920
N 2.91914 -0.41915 5.63733
C 2.46140 -1.15998 4.58461
C 1.40704 -0.16464 3.81981
C 1.29705 0.89534 4.93138
C 2.22836 0.63337 5.99280
H 3.66456 -0.95420 6.24311
H 2.77534 -2.09987 4.38332
H 0.90236 -0.35738 3.02721
H 0.67710 1.83018 4.76167
H 2.26144 1.25018 6.95184
N 4.11325 1.41381 3.86906
C 4.11169 1.47198 2.50964
C 5.05868 2.57809 2.19046
C 5.51652 3.09057 3.46130
C 4.86254 2.31639 4.52541
H 3.49035 0.82699 4.38469
H 3.70543 0.69255 1.85100
H 5.34712 2.77750 1.08383
H 6.25965 3.95422 3.76880
H 4.84867 2.48323 5.48183
N -3.23694 3.60971 -2.10920
C -4.28754 4.08581 -2.67064
C -5.18026 2.97492 -3.19827
C -4.31350 1.78370 -2.83733
C -3.11146 2.22878 -2.15986
H -2.57687 4.11144 -1.60581
H -4.47822 5.20073 -2.61424
H -6.12415 2.91341 -3.56430
H -4.44270 0.60622 -3.10502
H -2.20641 1.69570 -1.75444
N 2.96566 0.08659 -1.61932
C 4.00524 -0.11506 -0.79595
C 5.26184 0.63824 -1.41825
C 4.74571 0.94206 -2.83266
C 3.28881 0.62810 -2.85956
H 1.98942 -0.35904 -1.30153
H 3.98079 -0.84831 -0.06539
H 6.23368 0.71139 -1.03464
H 5.27311 1.64299 -3.61888
H 2.47101 0.68816 -3.56624
N -3.64860 -1.72112 3.87541
C -4.25283 -2.78419 4.54913
C -3.71125 -3.96635 3.74598
C -2.82966 -3.48222 2.67202
C -2.80818 -2.05368 2.85861
H -3.73678 -0.61892 4.16856
H -4.92883 -2.80884 5.40285
H -3.93613 -4.97732 3.97879
H -2.14722 -3.79823 2.16626
H -2.15769 -1.25872 2.40786
N -1.80584 4.48262 -0.38813
C -2.65390 5.51170 -0.77123
C -2.23631 6.23375 -2.11364
C -0.99174 5.27736 -2.40932
C -0.73522 4.29943 -1.29655
H -1.78256 4.02695 0.59972
H -3.42732 5.80533 -0.22242
H -2.66276 7.00266 -2.58822
H -0.17142 5.41288 -2.96405
H 0.11484 3.58732 -1.03713
N -1.25087 2.41596 1.37784
C -0.45673 3.10865 2.35332
C -1.28796 4.22495 2.93347
C -2.56952 4.16993 2.24744
C -2.57734 2.93356 1.31214
H -0.85623 1.58046 0.89968
H 0.32880 2.47153 2.80166
H -1.08708 4.81627 3.67317
H -3.42097 4.38451 2.52627
H -3.42156 2.53748 0.89125
N 1.39453 -2.99830 0.91271
C 2.36518 -3.47332 0.06153
C 2.49473 -4.94917 0.37248
C 1.42048 -5.30577 1.40173
C 0.89266 -3.94496 1.78867
H 1.09066 -1.98932 0.99505
H 2.85969 -2.91365 -0.64743
H 2.99966 -5.65142 -0.27595
H 1.30372 -6.24881 1.84725
H 0.06158 -3.70557 2.35373
```

The value obtained for the orbital gap is 0.0728 Ha. The HOMO energy comes out at -6.53 eV. The maximum force comes out at 17.8 eV/Å. The energy relative to the best compared isomer or geometry (same formula, charge and spin) is 6.920 eV. Its molecular weight is 774.9 g/mol.

Atom charges from the Mulliken analysis, given in e for atoms 1 to 5: C -1.340; C 0.998; C -0.204; C -1.184; C -1.082


A molecular structure, C3H8INOV in a non-equilibrium geometry, computed with ωB97M-V/def2-TZVPD.

The geometry in XYZ format:
```
15
Properties=species:S:1:pos:R:3
V -3.86408 5.97519 2.06008
I -2.31332 3.70322 1.44817
C 1.12388 -2.53412 -1.04440
C 1.16314 -1.01575 -0.59413
O 2.10869 -0.29170 -0.88254
N -0.14532 -0.42040 -0.02556
H -0.96228 -0.53332 -0.60860
H -0.55154 -1.00821 0.68828
C 0.04446 0.95360 0.57038
H 1.62789 -3.22145 -0.36495
H 1.65575 -2.55382 -1.99562
H 0.11253 -2.85637 -1.29224
H -0.97331 1.18867 0.88182
H 0.20742 1.67776 -0.22784
H 0.76610 0.93675 1.38711
```

The value obtained for the orbital gap (spin up / spin down) is 0.1103 / 0.1163 Ha. The HOMO energy (spin up / spin down) comes out at -19.97 / -19.97 eV. The spin multiplicity is 3. The maximum force comes out at 5.1 eV/Å. As for the net charge: +3. As for the expectation value of S²: 2.385. Its molecular weight is 252.0 g/mol.

Atom charges from the Mulliken analysis, given in e for atoms 1 to 5: V 1.349; I 0.705; C -0.935; C 0.529; O -0.360


Among the records above, which one has the lowest molecular weight? C8H6N2S


The lowest molecular weight belongs to which entry? C8H6N2S